[1]
ORCA calculation (ωB97M-V/def2-TZVPD) on a structure of composition C15H31BF4OsP2 at a distorted geometry.

Geometry as XYZ:
```
54
Properties=species:S:1:pos:R:3:lowdin_charge:R:1
P 0.906 -1.490 0.600 0.80
P 0.320 1.387 1.351 0.96
C 2.254 -0.032 -0.167 -0.27
C 2.066 1.260 0.580 -0.31
H 1.997 0.044 -1.238 0.04
H 3.230 -0.512 -0.013 0.08
H 2.789 1.345 1.426 0.11
H 2.212 2.137 -0.092 0.11
C -0.791 2.683 0.688 -0.21
H -1.076 3.333 1.550 0.08
H -1.728 2.222 0.300 0.03
H -0.250 3.299 -0.064 0.09
C 0.724 2.181 2.905 -0.22
H 0.799 3.260 2.689 0.09
H 1.654 1.817 3.353 0.08
H -0.166 2.005 3.540 0.05
C -0.391 -2.813 0.291 -0.28
H -0.113 -3.400 1.179 0.06
H -0.297 -3.504 -0.563 0.07
H -1.439 -2.470 0.387 0.05
C 2.389 -2.652 0.861 -0.16
H 3.021 -2.281 1.681 0.07
H 3.010 -2.831 -0.033 0.08
H 1.918 -3.589 1.163 0.05
Os -0.803 -0.375 -0.779 1.49
C -0.141 1.068 -2.084 -0.32
C -1.542 1.235 -1.947 -0.30
C -2.635 0.720 -2.847 -0.17
C -2.264 -0.687 -3.322 -0.14
C -1.505 -1.422 -2.216 -0.32
C -0.016 -1.563 -2.247 -0.34
C 0.855 -0.894 -3.294 -0.17
C 0.531 0.612 -3.370 -0.14
C -0.158 -1.001 2.231 -0.22
H 0.402 1.881 -1.601 0.09
H -1.824 2.240 -1.600 0.12
H -2.872 1.424 -3.668 0.14
H -3.557 0.689 -2.237 0.13
H -3.171 -1.263 -3.552 0.14
H -1.634 -0.646 -4.232 0.12
H -1.993 -2.272 -1.726 0.13
H 0.315 -2.612 -2.082 0.11
H 0.686 -1.440 -4.235 0.14
H 1.915 -1.041 -3.019 0.12
H 1.437 1.206 -3.553 0.13
H -0.163 0.831 -4.186 0.12
H -0.031 -0.106 2.895 0.02
H 0.543 -1.764 2.629 0.05
H -1.189 -1.370 2.465 0.10
F -2.323 -0.111 0.706 -0.50
B -0.489 1.300 6.094 -0.72
F -1.089 0.316 6.788 0.25
F 0.859 1.284 5.993 0.23
F -1.180 2.365 5.626 0.23
```

Calculated values
Kohn-Sham gap (alpha / beta) = 5.75 / 6.61 eV
spin multiplicity = 5
total charge = +2
relative energy (zero: lowest compared OMol25 entry of this formula, charge and spin) = 3.721 eV
M = 550.40 Da
calculated total energy = -1787.07445 a.u.



[2]
ORCA calculation (ωB97M-V/def2-TZVPD) on a cluster of 3 separate species, C12H17F10O7S in total at a distorted geometry.

Geometry as XYZ:
```
47
Properties=species:S:1:pos:R:3:lowdin_charge:R:1
O -2.532 -0.076 -3.950 -0.03
C -1.377 -0.932 -3.763 -0.29
C 0.005 -0.198 -4.083 -0.25
S 0.190 1.230 -2.918 1.26
C 0.883 0.694 -1.277 -0.47
F 0.441 1.671 -0.342 0.06
F 0.499 -0.609 -0.926 0.08
C 2.500 0.723 -1.228 -0.23
F 2.994 0.017 -2.364 0.08
F 2.954 2.065 -1.224 0.10
C 3.097 -0.026 0.072 -0.31
F 4.366 0.475 0.431 0.14
F 2.290 0.159 1.224 0.10
F 3.132 -1.424 -0.133 0.12
C -1.630 -2.241 -4.650 -0.36
F -2.737 -2.904 -4.052 0.09
F -2.029 -1.947 -5.975 0.11
F -0.482 -3.079 -4.640 0.09
H -3.229 -0.428 -3.346 0.14
H -1.347 -1.297 -2.671 0.17
H -0.095 0.254 -5.140 0.15
H 0.909 -0.892 -4.129 0.14
H -1.122 1.640 -2.623 0.10
C -1.952 -1.471 2.207 -0.04
O -2.083 -2.887 2.118 0.01
C -2.647 -3.313 0.978 -0.60
O -3.028 -2.611 0.069 0.09
O -2.713 -4.650 1.022 0.01
C -3.296 -5.248 -0.136 -0.04
H -1.485 -1.236 3.163 0.10
H -1.310 -1.093 1.408 0.08
H -2.932 -0.990 2.174 0.10
H -2.705 -5.020 -1.026 0.09
H -4.328 -4.916 -0.263 0.10
H -3.296 -6.327 0.011 0.10
C 1.881 4.845 5.954 -0.04
O 2.382 4.923 4.619 0.01
C 2.007 3.906 3.831 -0.60
O 1.311 2.976 4.154 0.12
O 2.544 4.103 2.614 0.02
C 2.224 3.088 1.669 -0.06
H 2.246 5.717 6.497 0.10
H 0.789 4.868 5.958 0.10
H 2.250 3.947 6.452 0.10
H 1.145 3.042 1.505 0.09
H 2.606 2.123 1.999 0.08
H 2.706 3.347 0.727 0.09
```

Calculated values
Kohn-Sham gap = 8.31 eV
total charge = +1
M = 495.31 Da
calculated total energy = -2390.61693 a.u.



[3]
ORCA calculation (ωB97M-V/def2-TZVPD) on a structure of composition C29H29ClOsP at a distorted geometry.

Geometry as XYZ:
```
61
Properties=species:S:1:pos:R:3:lowdin_charge:R:1
C 2.009 -0.784 1.174 -0.13
C 2.410 0.269 0.341 -0.19
C 1.774 1.490 0.777 -0.18
H 3.115 0.174 -0.469 0.11
C 0.968 1.199 1.902 -0.14
C 1.094 -0.257 2.227 -0.42
H 1.343 -0.484 3.261 0.16
H 2.280 -1.828 1.091 0.14
H 1.911 2.462 0.322 0.13
H 0.353 1.892 2.459 0.14
Os 0.269 0.049 0.265 1.17
Cl -1.978 0.778 0.368 0.14
P -0.033 0.903 -2.032 0.93
C 0.344 2.699 -1.979 -0.38
C 1.216 3.309 -2.894 -0.09
H 1.723 2.716 -3.655 0.11
C 1.436 4.688 -2.841 -0.06
H 2.139 5.140 -3.542 0.11
C 0.759 5.475 -1.906 -0.06
H 0.927 6.552 -1.875 0.11
C -0.140 4.881 -1.016 -0.06
H -0.686 5.485 -0.290 0.11
C -0.348 3.502 -1.053 -0.12
H -1.060 3.043 -0.367 0.04
C 1.249 0.203 -3.137 -0.35
C 2.609 0.485 -2.913 -0.14
H 2.906 1.223 -2.162 0.09
C 3.601 -0.153 -3.659 -0.07
H 4.649 0.029 -3.419 0.11
C 3.241 -1.004 -4.708 -0.06
H 4.014 -1.487 -5.307 0.11
C 1.889 -1.230 -4.990 -0.06
H 1.601 -1.864 -5.829 0.11
C 0.896 -0.657 -4.193 -0.06
H -0.158 -0.855 -4.395 0.11
C -1.552 0.848 -3.010 -0.39
C -1.774 1.809 -4.011 -0.06
H -1.075 2.637 -4.138 0.11
C -2.892 1.709 -4.841 -0.06
H -3.046 2.457 -5.619 0.11
C -3.797 0.657 -4.670 -0.06
H -4.664 0.576 -5.328 0.11
C -3.592 -0.288 -3.657 -0.06
H -4.299 -1.108 -3.521 0.11
C -2.483 -0.192 -2.816 -0.12
H -2.334 -0.908 -2.006 0.09
C -1.026 -4.078 3.544 -0.05
C -1.142 -2.592 3.893 -0.61
C -2.516 -2.313 4.497 -0.05
C -0.058 -2.219 4.914 -0.05
C -0.975 -1.761 2.648 0.09
C -0.222 -0.979 2.007 -0.28
H -1.202 -4.694 4.434 0.09
H -0.023 -4.303 3.162 0.09
H -1.757 -4.350 2.777 0.09
H -2.674 -2.933 5.387 0.09
H -2.590 -1.260 4.789 0.09
H -3.303 -2.529 3.769 0.09
H 0.937 -2.430 4.504 0.08
H -0.114 -1.148 5.141 0.09
H -0.181 -2.783 5.846 0.10
```

Calculated values
Kohn-Sham gap (alpha / beta) = 6.56 / 6.12 eV
spin multiplicity = 5
total charge = +1
M = 634.21 Da
calculated total energy = -2014.23260 a.u.



The highest calculated total energy belongs to which entry? C15H31BF4OsP2